1.
C14H32CdN2O9 as an isolated structure at a distorted geometry, computed with ωB97M-V/def2-TZVPD.

The expectation value of S² is 0.75. The calculation puts the LUMO energy (alpha / beta) at 6.637 / 6.623 eV. The charge is -3. The HOMO energy (alpha / beta) is 0.1744 / 0.0508 Ha. The orbital gap (alpha / beta) is 0.06953 / 0.19261 Ha. The spin multiplicity is 2.

```
58
Properties=species:S:1:pos:R:3:forces:R:3:mulliken_charge:R:1
Cd 1.032 0.805 0.564 0.241 -3.050 1.059 3.37
C -2.566 0.939 -1.289 -0.001 0.882 -0.366 -0.91
C -2.283 0.875 0.232 0.750 -0.937 0.094 0.42
O -1.123 0.637 0.622 -0.486 0.339 -1.149 -0.97
O -3.211 0.993 1.021 -2.469 0.583 0.338 -0.81
H -1.683 1.282 -1.830 0.204 -0.308 0.000 0.01
H -3.334 1.680 -1.509 -0.223 0.176 0.259 0.41
H -2.946 0.031 -1.758 0.243 -0.408 0.344 0.29
C 1.860 -3.156 -1.321 -0.268 -2.101 -1.604 -1.50
C 1.848 -2.271 -0.155 2.587 0.364 3.642 0.92
O 2.594 -2.584 0.823 -0.763 -0.748 -1.524 -0.77
O 1.167 -1.241 -0.162 -1.586 0.115 -1.855 -1.29
H 1.577 -4.161 -1.008 0.043 -0.218 0.328 0.34
H 2.863 -3.298 -1.724 0.096 0.339 -0.065 0.36
H 1.145 -2.959 -2.120 0.084 0.638 -0.118 0.30
C 5.071 1.614 -0.706 0.809 1.628 -0.487 -1.32
C 4.337 1.009 0.484 0.534 -1.314 0.112 0.75
O 3.127 0.985 0.359 -1.860 1.223 -1.925 -0.77
O 4.860 0.475 1.450 2.947 0.110 1.008 -0.76
H 5.265 0.986 -1.575 0.011 -0.598 0.350 0.26
H 5.987 2.144 -0.445 0.542 -0.473 0.286 0.38
H 4.509 2.444 -1.133 -0.624 -0.057 0.078 0.29
O 0.994 0.244 2.502 0.153 0.162 3.061 -0.98
H 1.374 0.956 3.054 -0.084 -0.682 -0.290 0.05
C -1.385 -3.864 -0.066 -0.527 -0.432 -0.905 -1.56
C -2.116 -2.791 0.758 2.135 -1.837 0.316 1.51
C -3.073 -3.523 1.681 -1.144 1.834 0.834 -1.05
O -3.794 -2.626 2.577 -1.213 -0.358 -0.449 -0.34
C -5.017 -2.108 1.996 1.368 0.601 -0.168 -0.67
N -1.075 -2.095 1.492 -0.431 0.900 -0.131 -0.49
H -2.118 -4.623 -0.337 0.037 -0.486 -0.583 0.58
H -0.527 -4.353 0.396 -0.247 0.049 0.673 0.26
H -0.936 -3.418 -0.953 -0.284 0.061 -0.197 0.24
H -2.591 -2.156 0.010 -0.325 0.449 0.508 -0.09
H -2.518 -4.195 2.336 0.084 -0.094 -0.067 0.27
H -3.890 -4.034 1.173 0.354 -0.610 -0.539 0.36
H -5.746 -1.826 2.755 0.195 -0.325 0.344 0.24
H -5.483 -2.760 1.257 -0.044 -0.682 0.136 0.32
H -4.810 -1.197 1.434 0.294 0.296 0.049 0.21
H -0.463 -1.755 0.764 -0.054 1.472 -0.192 -0.22
H -0.351 -2.688 1.871 -0.411 -0.962 0.804 0.41
C 0.403 5.072 0.082 -0.433 -1.532 -0.484 -4.49
C 0.354 3.508 -0.031 -1.163 1.107 -1.482 3.01
C 0.782 3.004 -1.447 1.030 -1.428 1.156 -2.26
O 0.821 1.524 -1.416 -0.033 1.437 -3.426 0.48
C 1.363 0.953 -2.635 -0.424 -0.195 0.467 -1.46
N 0.945 2.818 1.101 0.015 3.613 0.698 -1.24
H 1.391 5.469 -0.152 -0.001 0.119 0.152 0.97
H 0.076 5.338 1.087 0.157 0.240 0.092 0.45
H -0.334 5.483 -0.608 0.100 0.303 -0.118 0.71
H -0.698 3.222 -0.039 -0.194 0.065 0.477 0.36
H 1.806 3.324 -1.637 0.003 0.255 -0.432 0.59
H 0.065 3.268 -2.224 0.110 0.476 0.092 0.52
H 1.107 -0.106 -2.678 0.075 -0.072 0.669 -0.02
H 2.446 1.044 -2.710 0.101 0.213 0.329 0.20
H 0.924 1.330 -3.558 -0.274 0.769 0.135 0.40
H 0.299 2.930 1.870 -0.735 -0.712 0.085 0.45
H 1.678 3.402 1.477 0.998 -0.197 -0.416 0.27
```
Positions in Å, forces in eV/Å.

2.
A 8-piece molecular cluster, C14H32Cl4N4O14 overall at a distorted geometry, computed with ωB97M-V/def2-TZVPD.

The calculation puts the LUMO energy at -0.406 eV. The HOMO energy is -0.3829 Ha. The orbital gap is 0.36802 Ha. The SMILES is C[N+](=O)[O-].C[N+](=O)[O-].C[N+](=O)[O-].C[N+](=O)[O-].COC(=O)OC.COC(=O)OC.ClCCCl.ClCCCl.

```
68
Properties=species:S:1:pos:R:3:forces:R:3:mulliken_charge:R:1
C -5.421 -10.868 6.922 -0.567 0.455 -0.295 -0.51
N -4.690 -11.765 7.836 -0.584 -0.452 0.683 0.94
O -3.572 -11.474 8.188 0.050 0.198 -0.056 -0.51
O -5.321 -12.735 8.232 0.349 0.172 -0.153 -0.57
H -4.733 -10.426 6.212 0.069 -0.195 -0.060 -0.04
H -5.918 -10.082 7.492 0.393 -0.027 0.332 0.31
H -6.238 -11.435 6.486 0.305 -0.172 -0.295 0.35
C 4.306 -3.049 4.636 -1.441 0.595 -0.517 -0.83
N 4.630 -3.820 5.866 0.664 1.149 -1.038 0.90
O 3.736 -4.064 6.634 -0.252 -0.420 0.401 -0.52
O 5.807 -4.091 5.994 -0.080 -0.468 0.479 -0.52
H 5.192 -2.756 4.093 0.168 -0.391 0.027 0.33
H 3.708 -2.157 4.851 0.414 -0.001 0.731 0.31
H 3.561 -3.594 4.053 0.563 -0.524 -0.086 0.31
C -0.006 -8.123 12.162 0.886 -0.650 -0.019 -0.44
N 1.303 -7.534 12.609 -1.055 0.740 0.495 0.90
O 1.781 -7.942 13.643 0.203 -0.255 -0.061 -0.56
O 1.720 -6.602 11.958 0.416 -0.029 -0.226 -0.51
H -0.817 -7.761 12.785 0.138 0.363 0.000 0.28
H 0.112 -9.187 12.353 -0.211 -0.051 -0.281 0.30
H -0.086 -7.858 11.115 -0.350 -0.078 0.017 0.03
C -0.387 -10.881 4.368 0.395 -0.977 0.365 -0.82
N -1.342 -11.487 5.343 -0.222 -0.393 -0.547 0.85
O -1.090 -12.598 5.734 0.506 -0.393 0.312 -0.57
O -2.365 -10.904 5.602 -0.482 0.891 0.006 -0.35
H -0.133 -11.737 3.744 -0.158 0.311 -0.416 0.34
H 0.533 -10.681 4.913 -0.167 0.527 0.088 0.27
H -0.854 -10.049 3.859 0.133 0.118 0.028 0.26
C -2.533 -11.257 0.446 0.644 1.153 -0.125 -0.59
O -3.472 -10.850 1.434 -0.424 -0.588 0.066 -0.34
C -3.228 -9.736 2.112 -0.268 -0.290 0.033 0.83
O -2.368 -8.932 1.882 0.369 0.220 0.046 -0.57
O -4.122 -9.686 3.098 -0.135 -0.105 0.049 -0.29
C -4.074 -8.552 3.947 0.305 0.484 0.385 -0.43
H -1.562 -11.427 0.915 -0.095 -0.377 -0.026 0.24
H -2.367 -10.437 -0.259 -0.156 -0.139 -0.090 0.30
H -2.930 -12.123 -0.066 -0.047 -0.121 0.188 0.23
H -4.301 -7.636 3.403 -0.092 -0.049 -0.040 0.42
H -3.107 -8.433 4.437 0.138 -0.173 -0.276 0.07
H -4.791 -8.721 4.744 -0.256 -0.030 -0.209 0.18
C -1.773 -8.201 7.309 -1.033 0.944 0.404 -0.44
O -0.388 -8.418 7.429 0.370 -1.138 -0.220 -0.32
C 0.422 -7.530 7.987 -0.368 1.020 -0.206 0.81
O 0.085 -6.487 8.489 -0.092 0.039 0.201 -0.56
O 1.655 -7.960 7.832 0.424 -0.679 -0.115 -0.47
C 2.752 -7.134 8.246 -0.207 0.060 0.163 -0.37
H -2.147 -7.416 7.972 0.391 0.030 0.101 0.40
H -2.326 -9.104 7.555 0.332 -0.253 -0.160 0.15
H -2.007 -7.873 6.298 0.110 -0.174 -0.123 0.11
H 3.493 -7.794 8.679 -0.036 -0.062 -0.032 0.17
H 2.425 -6.404 8.984 0.021 0.032 -0.063 0.29
H 3.165 -6.651 7.363 -0.006 0.116 0.066 0.19
Cl 5.975 -6.976 9.361 -0.198 -0.006 0.180 -0.16
C 7.313 -6.306 8.417 0.398 -0.003 -0.214 -0.46
C 7.511 -7.044 7.099 -0.295 0.635 0.100 -0.37
Cl 7.978 -8.724 7.398 0.217 -0.211 -0.133 -0.19
H 8.207 -6.395 9.032 0.016 -0.099 -0.035 0.38
H 7.122 -5.244 8.278 -0.147 -0.066 -0.274 0.25
H 8.271 -6.533 6.509 0.241 -0.180 0.153 0.33
H 6.618 -7.058 6.479 -0.165 0.011 0.240 0.23
Cl -0.515 -2.830 9.581 0.000 -0.072 0.092 -0.20
C 0.871 -3.215 8.526 0.227 -0.034 0.431 -0.14
C 1.634 -1.959 8.148 -0.210 -0.723 -0.462 0.08
Cl 0.619 -0.777 7.282 0.055 0.143 0.050 -0.21
H 0.490 -3.832 7.718 0.043 0.321 -0.254 0.25
H 1.557 -3.839 9.100 -0.120 -0.026 0.061 0.07
H 2.415 -2.247 7.445 0.071 0.059 0.200 -0.19
H 2.068 -1.520 9.041 -0.102 0.288 -0.066 0.38
```
Positions in Å, forces in eV/Å.

3.
A 6-piece molecular cluster, C14H32N2O4S4 overall at a distorted geometry, computed with ωB97M-V/def2-TZVPD.

The calculation puts the LUMO energy at 0.228 eV. For the energy relative to the best compared isomer or geometry (same formula, charge and spin), the calculation gives 0.0 kcal per mole. The HOMO energy is -0.2871 Ha. The orbital gap is 0.29550 Ha.

```
56
Properties=species:S:1:pos:R:3:forces:R:3:mulliken_charge:R:1
C -0.788 1.491 -6.519 -0.136 0.456 -0.116 -1.01
S -0.532 0.978 -4.804 -1.206 1.058 2.121 0.50
O -0.230 2.119 -3.807 -0.428 -1.558 -2.197 -0.56
C -2.347 0.448 -4.530 1.983 -0.761 -0.386 -0.69
H -1.434 2.363 -6.617 -0.044 0.007 0.224 0.32
H -1.278 0.636 -6.987 0.090 -0.009 -0.043 0.35
H 0.147 1.697 -7.039 0.096 -0.092 0.295 0.34
H -2.337 -0.141 -3.612 -0.169 0.749 0.401 0.04
H -2.428 -0.347 -5.271 -0.485 0.284 -0.446 0.38
H -3.084 1.247 -4.606 0.276 -0.093 0.070 0.33
C 2.273 3.463 1.708 -0.143 -0.789 -0.914 -1.05
S 1.753 1.854 2.504 0.357 1.135 -0.019 0.61
O 2.515 1.710 3.782 -0.548 0.153 -0.242 -0.66
C 0.018 2.384 2.817 -0.340 0.245 0.587 -1.09
H 1.808 3.414 0.723 -0.744 0.238 0.086 0.32
H 3.304 3.450 1.354 0.351 -0.413 0.821 0.36
H 2.070 4.400 2.226 -0.219 -0.352 0.261 0.34
H -0.598 2.333 1.919 0.382 -0.051 -0.313 0.34
H -0.094 3.380 3.246 0.459 0.195 -0.143 0.43
H -0.478 1.745 3.548 0.454 -0.491 -0.011 0.33
C -3.233 -2.722 3.611 -0.873 -0.374 -0.563 -0.76
S -4.299 -1.431 4.423 2.473 0.323 0.495 0.44
O -3.488 -1.053 5.652 -1.161 -0.269 -0.948 -0.62
C -4.019 -0.031 3.260 0.011 -0.407 -0.987 -0.52
H -3.609 -2.946 2.612 -0.124 0.374 -0.216 0.24
H -3.384 -3.673 4.120 -0.078 0.258 0.537 0.39
H -2.159 -2.549 3.539 -0.145 0.677 0.322 0.24
H -4.553 -0.112 2.314 -0.716 -0.445 0.178 0.38
H -3.008 -0.012 2.854 0.385 0.118 0.844 -0.11
H -4.338 0.907 3.715 0.260 -0.240 0.324 0.35
C 2.694 0.566 -3.193 0.211 0.049 1.159 -0.82
S 3.162 0.482 -1.420 -0.847 0.059 1.034 0.34
O 2.066 1.025 -0.491 1.374 -0.539 -1.666 -0.63
C 3.169 -1.346 -1.303 -0.133 0.465 0.081 -0.75
H 2.552 1.628 -3.395 -0.360 -0.199 -0.144 0.35
H 1.825 -0.070 -3.356 0.019 0.305 -0.244 0.05
H 3.585 0.214 -3.713 -0.094 -0.120 -0.106 0.49
H 2.245 -1.800 -1.662 -0.009 0.182 -0.185 0.26
H 3.284 -1.640 -0.259 0.142 0.255 -0.012 0.10
H 4.040 -1.654 -1.883 -0.079 -0.184 -0.008 0.42
C 3.919 -2.134 3.126 -1.138 0.012 -0.489 -0.82
C 2.459 -1.885 3.072 4.312 -0.563 0.130 0.30
N 1.367 -1.651 2.995 -3.808 0.670 -0.194 -0.29
H 4.330 -1.930 2.137 0.063 0.178 0.072 0.22
H 4.043 -3.205 3.291 0.361 0.193 0.471 0.34
H 4.354 -1.456 3.860 0.145 -0.406 0.044 0.28
N -0.319 -0.261 -0.170 -0.194 1.152 -2.322 0.62
C -0.791 -0.597 -1.431 0.490 -1.164 0.622 -0.02
C -1.759 -1.598 -1.250 1.058 1.513 -0.796 -0.81
C -1.909 -1.704 0.126 -0.867 -1.247 1.167 -0.59
C -1.030 -0.862 0.767 -0.521 -0.754 0.988 -0.25
H 0.404 0.436 -0.062 0.277 -0.049 0.115 0.18
H -0.236 -0.262 -2.295 -0.283 0.147 0.018 -0.13
H -2.280 -2.164 -2.008 0.047 0.104 0.023 0.49
H -2.531 -2.463 0.576 -0.104 0.266 0.272 0.29
H -0.816 -0.674 1.809 -0.080 -0.254 -0.050 0.44
```
Positions in Å, forces in eV/Å.

4.
A 5-piece molecular cluster, C14H32N6O8S overall at a distorted geometry, computed with ωB97M-V/def2-TZVPD.

The calculation puts the LUMO energy at -1.000 eV. The HOMO energy is -0.3300 Ha. The orbital gap is 0.29324 Ha.

```
61
Properties=species:S:1:pos:R:3:forces:R:3:mulliken_charge:R:1
N 5.003 0.027 0.875 -0.324 0.442 2.090 -0.45
C 4.044 0.410 2.015 2.501 1.460 0.071 -0.34
O 2.622 0.330 1.623 0.165 -1.291 -0.803 -0.26
S 2.141 -1.269 1.275 2.940 -2.076 -3.491 0.70
O 2.715 -1.789 -0.068 -2.524 2.323 4.581 -0.45
O 0.435 -1.139 0.969 1.933 0.206 -1.079 -0.14
N -0.004 -0.358 2.006 -7.690 3.578 -0.436 -0.37
C -1.229 0.206 1.681 -0.698 5.063 -1.180 0.67
O -2.171 1.136 1.367 7.357 -7.900 2.698 -0.43
H 5.447 0.896 0.501 -0.455 -1.321 0.598 0.24
H 5.724 -0.653 1.230 -1.047 1.052 -0.631 0.24
H 4.296 -0.141 3.028 -0.845 0.673 -2.265 0.30
H 4.269 1.564 2.220 -1.211 -2.497 -0.290 0.26
C -5.994 4.476 3.550 -0.281 0.040 -0.050 -0.89
C -4.757 4.811 4.335 0.411 0.432 0.844 0.66
O -4.808 5.384 5.422 -0.067 -0.286 -0.536 -0.67
N -3.548 4.461 3.808 -0.622 0.217 0.359 -0.13
C -3.282 3.789 2.559 0.476 0.013 0.203 -0.57
H -6.878 4.817 4.096 0.319 -0.038 0.007 0.31
H -5.971 4.982 2.581 0.000 -0.177 -0.071 0.11
H -6.069 3.394 3.413 -0.011 0.076 -0.165 0.32
H -2.763 4.719 4.395 -0.225 -0.062 -0.167 0.22
H -2.744 2.864 2.779 -0.117 0.063 -0.304 0.32
H -2.647 4.440 1.953 -0.091 -0.224 -0.261 0.27
H -4.194 3.557 2.007 0.149 0.128 0.167 0.08
C -7.222 3.903 -0.290 0.040 -0.214 0.129 -1.11
C -6.815 5.324 -0.558 0.635 0.788 0.193 0.77
O -5.864 5.851 0.017 -0.467 -0.388 -0.195 -0.65
N -7.534 6.037 -1.472 0.430 -0.310 0.488 -0.17
C -8.672 5.601 -2.245 0.038 0.424 -0.153 -0.81
H -6.557 3.466 0.460 -0.094 0.232 -0.181 0.09
H -8.244 3.874 0.097 0.032 -0.137 -0.155 0.34
H -7.144 3.312 -1.206 -0.183 -0.023 0.102 0.42
H -7.199 6.985 -1.598 -0.094 -0.247 0.034 0.24
H -8.421 5.701 -3.304 -0.289 -0.164 -0.043 0.28
H -9.513 6.258 -2.010 -0.173 -0.223 -0.179 0.28
H -8.949 4.567 -2.033 0.135 0.216 0.022 0.32
C 6.436 -4.788 -0.224 0.116 0.165 -0.095 -0.81
C 5.727 -4.604 1.089 -0.134 0.367 0.649 0.73
O 6.036 -3.714 1.879 -0.096 -0.153 -0.265 -0.70
N 4.713 -5.463 1.397 0.574 0.540 -0.034 -0.15
C 4.207 -6.561 0.609 -0.245 -0.064 0.284 -0.78
H 7.218 -4.031 -0.326 -0.190 -0.124 0.217 0.33
H 6.904 -5.775 -0.261 -0.153 0.050 -0.222 0.35
H 5.729 -4.669 -1.049 0.117 -0.332 0.003 -0.07
H 4.285 -5.275 2.296 0.118 -0.050 -0.251 0.23
H 3.147 -6.378 0.415 0.044 -0.247 -0.214 0.25
H 4.312 -7.476 1.197 -0.091 -0.148 -0.251 0.29
H 4.736 -6.674 -0.338 -0.083 0.141 0.166 0.30
C 3.244 -5.075 -4.786 -0.164 -0.198 -0.088 -1.34
C 4.381 -4.789 -3.844 0.613 -0.148 0.603 0.87
O 4.895 -5.668 -3.155 -0.283 0.274 -0.270 -0.66
N 4.842 -3.508 -3.765 -0.185 -0.816 -0.017 -0.10
C 4.375 -2.348 -4.485 0.301 0.254 0.264 -0.85
H 2.988 -6.137 -4.738 0.182 0.248 0.093 0.29
H 2.365 -4.495 -4.497 0.059 0.024 -0.198 0.36
H 3.540 -4.837 -5.811 -0.182 0.088 0.061 0.38
H 5.607 -3.395 -3.111 -0.212 0.028 -0.176 0.20
H 5.213 -1.944 -5.058 -0.228 0.180 -0.136 0.30
H 4.048 -1.605 -3.754 -0.113 0.133 -0.251 0.27
H 3.551 -2.580 -5.161 0.182 -0.056 0.177 0.33
```
Positions in Å, forces in eV/Å.